[1]
ORCA calculation (wB97M-V/def2-TZVPD) on C5H9NO in the gas phase.

Cartesian coordinates (Å):
C  1.8414  -0.2452  0.1435
C  0.4898  0.4895  0.1996
C  -0.5611  0.0234  -0.8202
O  -0.4662  -1.3701  -1.0492
C  -1.8909  0.2560  -0.0975
C  -1.6058  0.1695  1.3998
N  -0.2947  0.2991  1.4491
H  2.2797  -0.2014  -0.8655
H  2.5960  0.2062  0.7989
H  1.7547  -1.3030  0.4110
H  0.6801  1.5659  0.0768
H  0.2180  0.2620  2.3181
H  -0.5036  0.5945  -1.7547
H  0.3935  -1.5482  -1.4501
H  -2.6420  -0.4588  -0.4545
H  -2.2888  1.2606  -0.3051

Properties
frontier orbital gap	8.852	eV
E_HOMO	-8.15	eV
E_LUMO	0.705	eV
energy relative to the best compared isomer or geometry (same formula, charge and spin)	59.0	kcal/mol
net charge	0
molar mass	99.13	g/mol


[2]
ORCA calculation (wB97M-V/def2-TZVPD) on C5H9NO in the gas phase at a distorted geometry.

Cartesian coordinates (Å):
O  -0.1585  1.1731  2.1654
C  -0.1199  0.1530  1.1321
C  -1.2363  0.5313  -0.0428
C  -0.4106  0.0401  -1.3995
C  0.4152  -0.9716  -0.6109
N  1.7980  -1.2169  -0.3441
C  1.0514  -0.1026  0.3086
H  -0.0854  2.1018  1.5219
H  -0.3065  -0.8073  1.7458
H  -1.3856  1.6836  -0.2459
H  -2.0932  0.0082  0.1364
H  -0.9261  -0.3930  -2.3008
H  0.2991  0.7412  -1.8975
H  -0.2460  -1.6506  -0.1730
H  2.0652  -2.1305  0.1916
H  1.3393  0.8401  -0.1872

Properties
frontier orbital gap	10.010	eV
E_HOMO	-9.08	eV
E_LUMO	0.928	eV
energy relative to the best compared isomer or geometry (same formula, charge and spin)	146.1	kcal/mol
SMILES	O[C@H]1CC[C@H]2N[C@H]12
net charge	0
molar mass	99.13	g/mol


[3]
ORCA calculation (wB97M-V/def2-TZVPD) on C5H9NO in the gas phase.

Cartesian coordinates (Å):
C  -1.3390  1.0565  -0.3185
C  -0.5812  0.2383  0.7274
C  -0.3422  -1.2078  0.2433
C  0.9703  -1.1092  -0.5534
C  1.5702  0.2370  -0.1552
O  2.5383  0.7837  -0.6396
N  0.7898  0.7282  0.8706
H  -2.3910  0.7630  -0.3867
H  -1.2911  2.1287  -0.0993
H  -0.8852  0.9025  -1.3047
H  -1.0985  0.2729  1.6909
H  -0.2356  -1.8832  1.0975
H  -1.1792  -1.5730  -0.3592
H  0.8412  -1.1499  -1.6396
H  1.6851  -1.8878  -0.2788
H  0.9479  1.7003  1.1053

Properties
frontier orbital gap	10.461	eV
E_HOMO	-9.51	eV
E_LUMO	0.950	eV
energy relative to the best compared isomer or geometry (same formula, charge and spin)	0.0	kcal/mol
SMILES	C[C@H]1CCC(=O)N1
net charge	0
molar mass	99.13	g/mol


[4]
ORCA calculation (wB97M-V/def2-TZVPD) on C5H9NO in the gas phase.

Cartesian coordinates (Å):
C  2.0696  -0.3450  0.1307
C  0.6808  0.1405  0.5455
C  -0.3874  -0.1268  -0.5179
O  -0.3963  -1.4730  -0.9579
C  -1.8023  0.0997  0.0255
C  -2.0367  1.4930  0.4143
N  -2.2045  2.5966  0.7084
H  2.3980  0.1129  -0.8100
H  2.8176  -0.0914  0.8883
H  2.0784  -1.4351  0.0157
H  0.6978  1.2185  0.7528
H  0.3875  -0.3674  1.4742
H  -0.2253  0.5479  -1.3744
H  0.4178  -1.6322  -1.4515
H  -1.9625  -0.5507  0.8934
H  -2.5325  -0.1876  -0.7371

Properties
frontier orbital gap	11.590	eV
E_HOMO	-10.87	eV
E_LUMO	0.723	eV
energy relative to the best compared isomer or geometry (same formula, charge and spin)	22.0	kcal/mol
SMILES	CC[C@@H](O)CC#N
net charge	0
molar mass	99.13	g/mol


[5]
ORCA calculation (wB97M-V/def2-TZVPD) on C5H9NO in the gas phase.

Cartesian coordinates (Å):
C  1.6756  0.6232  -0.5731
C  1.0349  0.6205  0.8016
N  0.0049  1.5430  1.2529
C  -0.3663  0.1586  1.0071
C  -1.1798  -0.1929  -0.1974
C  -1.3388  -1.5798  -0.6584
O  -2.3914  -0.8953  0.0124
H  2.1819  -0.3378  -0.7431
H  2.4272  1.4176  -0.6588
H  0.9530  0.7500  -1.3868
H  1.7451  0.4156  1.5970
H  -0.3226  2.1854  0.5482
H  -0.6404  -0.3916  1.9039
H  -1.2540  0.6342  -0.9091
H  -1.5059  -1.8010  -1.7137
H  -0.8775  -2.3908  -0.0905

Properties
frontier orbital gap	10.357	eV
E_HOMO	-9.34	eV
E_LUMO	1.017	eV
energy relative to the best compared isomer or geometry (same formula, charge and spin)	70.5	kcal/mol
SMILES	C[C@H]1N[C@H]1[C@H]1CO1
net charge	0
molar mass	99.13	g/mol


[6]
ORCA calculation (wB97M-V/def2-TZVPD) on C5H9NO in the gas phase at a distorted geometry.

Cartesian coordinates (Å):
C  2.4653  -0.2251  -0.9691
C  1.1456  -0.4344  -0.9950
C  0.0546  0.6113  -0.9202
C  -1.1215  0.2245  0.0235
N  -1.7687  1.4450  0.4526
C  -0.5296  -0.4356  1.2405
O  -0.0661  -1.5427  1.2847
H  3.1751  -1.0053  -0.7167
H  2.8938  0.7839  -0.9751
H  0.8269  -1.3814  -1.4200
H  -0.1806  0.8478  -1.9725
H  0.5988  1.4730  -0.5276
H  -1.7670  -0.4766  -0.5219
H  -2.5253  1.2998  1.1119
H  -2.1816  2.0051  -0.2811
H  -0.2927  0.2739  2.0599

Properties
frontier orbital gap	10.121	eV
E_HOMO	-9.18	eV
E_LUMO	0.940	eV
energy relative to the best compared isomer or geometry (same formula, charge and spin)	59.1	kcal/mol
SMILES	C=CC[C@H](N)C=O
net charge	0
molar mass	99.13	g/mol


[7]
ORCA calculation (wB97M-V/def2-TZVPD) on C5H9NO in the gas phase at a distorted geometry.

Cartesian coordinates (Å):
O  2.1920  -0.8760  -0.1527
C  1.0467  -0.4194  0.4164
C  0.8270  1.2452  0.0447
N  -0.5401  1.3972  -0.4666
C  -1.1562  0.2524  0.2180
C  -1.5910  -1.2770  -0.1328
C  -0.1525  -0.7353  -0.3093
H  1.9185  -1.0196  -1.1997
H  0.9931  -0.7320  1.4554
H  0.8654  1.7378  1.0876
H  1.6635  1.7625  -0.6585
H  -0.9909  2.2921  -0.1797
H  -1.2689  0.3177  1.3769
H  -1.9226  -1.8718  0.8460
H  -1.9989  -1.5311  -1.0253
H  0.1148  -0.5425  -1.3204

Properties
frontier orbital gap	9.905	eV
E_HOMO	-8.90	eV
E_LUMO	1.004	eV
energy relative to the best compared isomer or geometry (same formula, charge and spin)	143.7	kcal/mol
SMILES	O[C@H]1CN[C@H]2C[C@@H]21
net charge	0
molar mass	99.13	g/mol


[8]
ORCA calculation (wB97M-V/def2-TZVPD) on C5H9NO in the gas phase.

Cartesian coordinates (Å):
H  -1.6962  -1.0904  1.1866
N  -1.4764  -1.5242  0.2874
C  -1.0688  -0.6190  -0.4964
C  -0.7722  -0.8461  -1.9438
O  -0.9684  0.7118  -0.1466
C  0.1239  1.1665  0.6169
C  1.5372  0.7257  0.3980
C  0.8057  0.3620  1.6712
H  -1.4277  -0.2042  -2.5418
H  0.2598  -0.5583  -2.1658
H  -0.9390  -1.8860  -2.2205
H  -0.0433  2.2155  0.8372
H  1.7134  -0.0909  -0.2955
H  2.3414  1.4537  0.4391
H  0.5433  -0.6842  1.7794
H  1.0672  0.8681  2.5948

Properties
frontier orbital gap	10.738	eV
E_HOMO	-9.70	eV
E_LUMO	1.036	eV
energy relative to the best compared isomer or geometry (same formula, charge and spin)	50.5	kcal/mol
SMILES	[H]/N=C(/C)OC1CC1
net charge	0
molar mass	99.13	g/mol


[9]
ORCA calculation (wB97M-V/def2-TZVPD) on C5H9NO in the gas phase.

Cartesian coordinates (Å):
C  1.9761  -0.0900  -0.1676
C  1.0641  -0.0232  1.0382
N  0.1096  1.0721  1.2198
C  -0.4037  -0.2690  0.9635
C  -1.0356  -0.5807  -0.3679
C  -2.1032  0.1942  -1.0185
O  -0.7461  0.3440  -1.4092
H  2.4065  -1.0932  -0.2671
H  2.8068  0.6161  -0.0543
H  1.4499  0.1495  -1.0938
H  1.5591  -0.2995  1.9701
H  0.0501  1.5968  0.3469
H  -0.8791  -0.7436  1.8231
H  -0.9752  -1.6295  -0.6668
H  -2.7114  -0.2981  -1.7783
H  -2.5680  1.0542  -0.5382

Properties
frontier orbital gap	10.371	eV
E_HOMO	-9.25	eV
E_LUMO	1.123	eV
energy relative to the best compared isomer or geometry (same formula, charge and spin)	67.9	kcal/mol
SMILES	C[C@H]1N[C@H]1[C@H]1CO1
net charge	0
molar mass	99.13	g/mol


[10]
ORCA calculation (wB97M-V/def2-TZVPD) on 2 unconnected molecules or ions with the total composition C5H9NO at a distorted geometry.

Cartesian coordinates (Å):
C  -2.8460  -0.1142  0.7537
N  0.9966  -1.1315  -0.4931
C  2.2091  -0.6861  -0.1969
O  2.6755  0.4175  -0.5228
C  0.2436  -0.1207  -1.2876
C  -1.1680  -0.1276  -1.0391
C  -1.6832  0.3161  0.1928
H  -3.2447  0.4321  1.5963
H  -3.3609  -0.9371  0.2762
H  2.8261  -1.3965  0.3744
H  0.6143  -0.1867  -2.3053
H  0.5198  0.8333  -0.7762
H  2.2156  1.1838  2.2684
H  -1.8858  -0.6733  -1.6501
H  -1.0002  0.8641  0.8417
H  2.8881  1.3269  1.9675

Properties
frontier orbital gap	5.347	eV
E_HOMO	-8.17	eV
E_LUMO	-2.820	eV
energy relative to the best compared isomer or geometry (same formula, charge and spin)	147.7	kcal/mol
net charge	0
molar mass	99.13	g/mol


[11]
ORCA calculation (wB97M-V/def2-TZVPD) on C5H9NO in the gas phase at a distorted geometry.

Cartesian coordinates (Å):
C  -2.8746  -1.1253  -1.3401
C  -2.2252  -0.3699  -0.4731
N  -0.6681  -0.5660  -0.1410
C  -0.0126  0.5560  0.0998
O  -0.3612  1.6536  0.4020
C  1.6296  0.0022  0.2811
C  2.3869  0.9898  1.1406
H  -3.9479  -1.0716  -1.4485
H  -2.3793  -1.8869  -1.9276
H  -2.6802  0.4098  0.1230
H  -0.2820  -1.2848  -0.7340
H  1.6818  -1.0069  0.6905
H  1.9959  -0.0294  -0.7460
H  2.3305  1.9908  0.7165
H  1.9655  1.0243  2.1438
H  3.4409  0.7144  1.2129

Properties
frontier orbital gap	10.259	eV
E_HOMO	-9.39	eV
E_LUMO	0.871	eV
energy relative to the best compared isomer or geometry (same formula, charge and spin)	46.4	kcal/mol
SMILES	C=CNC(=O)CC
net charge	0
molar mass	99.13	g/mol


[12]
ORCA calculation (wB97M-V/def2-TZVPD) on 2 unconnected molecules or ions with the total composition C5H9NO at a distorted geometry.

Cartesian coordinates (Å):
C  -1.5025  -1.4986  -0.1065
N  -0.4890  -0.5529  0.3340
C  -0.9581  0.4817  1.2382
C  -0.6450  0.8005  -0.1711
H  -1.6059  -2.2937  0.6386
H  -1.1894  -1.9480  -1.0536
H  -2.4916  -1.0294  -0.2526
H  -2.0068  0.4727  1.5271
H  -0.2632  0.7681  2.0240
H  -1.4659  0.9890  -0.8604
H  0.2708  1.3367  -0.3871
C  2.6107  0.2852  -0.0965
C  2.3035  0.8093  -1.2586
O  1.9838  1.2898  -2.2761
H  3.6296  0.3237  0.2600
H  1.8190  -0.2343  0.4407

Properties
frontier orbital gap	10.099	eV
E_HOMO	-9.09	eV
E_LUMO	1.009	eV
energy relative to the best compared isomer or geometry (same formula, charge and spin)	73.7	kcal/mol
SMILES	CN1CC1.C=C=O
net charge	0
molar mass	99.13	g/mol


[13]
ORCA calculation (wB97M-V/def2-TZVPD) on C5H9NO in the gas phase at a distorted geometry.

Cartesian coordinates (Å):
C  -1.3824  1.4834  -0.7697
C  -1.5030  0.1746  -0.0654
C  -0.5719  -0.3838  0.7679
C  0.7583  0.1637  1.1212
C  1.4092  -1.1774  0.3856
N  1.6548  -1.1291  -0.9556
O  1.9020  -2.0432  1.0951
H  -1.7333  1.3772  -1.8014
H  -0.3541  1.8567  -0.7965
H  -2.0026  2.2480  -0.2890
H  -2.4921  -0.2822  -0.0891
H  -0.9699  -1.1041  1.4902
H  0.8566  0.2820  2.2018
H  1.2192  1.0085  0.6117
H  2.1392  -1.9190  -1.3591
H  1.0700  -0.5551  -1.5478

Properties
frontier orbital gap	9.524	eV
E_HOMO	-8.64	eV
E_LUMO	0.881	eV
energy relative to the best compared isomer or geometry (same formula, charge and spin)	43.7	kcal/mol
SMILES	C/C=C\CC(N)=O
net charge	0
molar mass	99.13	g/mol


[14]
ORCA calculation (wB97M-V/def2-TZVPD) on 2 unconnected molecules or ions with the total composition C5H9NO at a distorted geometry.

Cartesian coordinates (Å):
C  0.6888  -0.9275  -1.5342
C  0.4278  -0.1818  -0.2491
C  0.0326  -0.8264  0.9376
C  0.2187  0.2333  1.9773
C  0.6706  1.3502  1.3522
N  0.9260  1.0701  -0.0584
H  1.1747  -0.3090  -2.3133
H  1.1932  -1.9004  -1.4467
H  -0.2403  -1.3792  -2.1046
H  -0.5175  -1.6753  1.2560
H  -0.1050  -0.0198  3.0299
H  0.9382  2.2507  1.6684
H  1.1585  1.7425  -0.7349
O  -2.2109  -0.0117  -0.9407
H  -2.9208  0.1490  -0.3237
H  -1.4346  0.4354  -0.5157

Properties
frontier orbital gap	9.079	eV
E_HOMO	-8.16	eV
E_LUMO	0.921	eV
energy relative to the best compared isomer or geometry (same formula, charge and spin)	50.6	kcal/mol
SMILES	Cc1ccc[nH]1.O
net charge	0
molar mass	99.13	g/mol


[15]
ORCA calculation (wB97M-V/def2-TZVPD) on C5H9NO in the gas phase.

Cartesian coordinates (Å):
C  1.1794  0.3768  -1.4945
C  0.1970  -0.3122  -0.5567
C  0.7650  -0.9737  0.7381
C  -0.2362  -0.1755  1.6314
C  -0.7114  0.4595  0.3543
N  -1.8783  0.8687  -0.0278
O  -2.8404  1.3176  0.6443
H  1.7695  -0.3923  -2.0051
H  1.8695  1.0515  -0.9773
H  0.6509  0.9536  -2.2628
H  -0.4407  -0.9658  -1.1766
H  0.6682  -2.0600  0.7748
H  1.8087  -0.7018  0.9262
H  0.2100  0.4504  2.4097
H  -1.0292  -0.7792  2.0909
H  -1.9949  0.7361  -1.0545

Properties
frontier orbital gap	9.079	eV
E_HOMO	-8.36	eV
E_LUMO	0.714	eV
energy relative to the best compared isomer or geometry (same formula, charge and spin)	87.0	kcal/mol
SMILES	C[C@H]1CC/C1=[NH+]\[O-]
net charge	0
molar mass	99.13	g/mol